# 1
{"formula": "C34H33LuN9O8S2", "method": "ωB97M-V with the def2-TZVPD basis set", "species": ["Lu", "O", "C", "C", "N", "C", "C", "O", "O", "C", "C", "O", "O", "H", "H", "H", "H", "H", "H", "H", "H", "H", "N", "C", "S", "N", "N", "C", "C", "C", "C", "C", "C", "C", "C", "C", "C", "C", "C", "N", "H", "H", "H", "H", "H", "H", "H", "H", "H", "H", "H", "O", "S", "O", "O", "C", "N", "C", "C", "C", "N", "C", "C", "C", "N", "C", "C", "H", "H", "H", "H", "H", "H", "C", "C", "C", "C", "N", "C", "C", "H", "H", "H", "H", "H", "H", "H"], "positions_angstrom": [[1.0909, 0.4747, -1.7349], [-0.7139, 1.6027, -0.4219], [-2.0991, 1.5986, -0.8315], [-2.3879, 0.3947, -1.7709], [-1.2497, 0.2482, -2.6663], [-1.2253, 1.3805, -3.7029], [-0.2611, 2.5285, -3.3021], [-0.5810, 3.7097, -3.3201], [0.9422, 2.1684, -3.0079], [-1.2096, -2.4713, -2.4325], [0.1574, -2.3830, -0.0825], [0.6130, -3.2476, 0.6876], [0.6407, -1.3357, -0.6707], [-0.5468, 2.4628, 0.0060], [-2.3948, 2.4810, -1.4038], [-2.6978, 1.5539, 0.0640], [-3.4234, 0.5400, -2.2515], [-2.4120, -0.4865, -1.0630], [-2.2588, 1.7419, -3.7235], [-0.8416, 0.9440, -4.6368], [-0.2293, -2.9263, -2.6047], [-1.9443, -3.1075, -2.9317], [-2.3211, -1.1855, -4.3706], [-1.2352, -1.0712, -3.3938], [-1.4961, -2.7026, -0.6632], [-0.0680, -1.2992, -4.2657], [1.0239, -0.9449, -3.5694], [2.2067, -1.3465, -4.1101], [2.3516, -2.3045, -5.1994], [1.4953, -3.3656, -5.2752], [1.4590, -4.1408, -6.4219], [2.2934, -3.8333, -7.4748], [3.2328, -2.7840, -7.3636], [3.2785, -2.0228, -6.2398], [3.3499, -0.8586, -3.4681], [4.7312, -1.2626, -3.8151], [5.7343, -0.7380, -3.1098], [5.4987, -0.0329, -1.9278], [4.1735, 0.2298, -1.5679], [3.1386, -0.1815, -2.3135], [-3.1648, -1.1423, -3.8553], [-2.2573, -1.8861, -5.1437], [0.8328, -3.5252, -4.4265], [0.6552, -4.8842, -6.4995], [2.2334, -4.4005, -8.4277], [3.8187, -2.5537, -8.2037], [3.8821, -1.1380, -6.2486], [4.9313, -2.0848, -4.5263], [6.7290, -0.7381, -3.5313], [6.3307, 0.3166, -1.2608], [3.9188, 0.8636, -0.7391], [-6.8353, 1.7189, 6.7537], [-5.7659, 2.5073, 7.3804], [-4.6744, 3.1417, 6.6126], [-6.1075, 3.3998, 8.4483], [-4.9081, 0.9631, 7.8566], [-4.7285, 0.6216, 9.0952], [-4.0156, -0.4665, 9.3727], [-3.3196, -1.1295, 8.3987], [-3.4719, -0.6115, 7.0704], [-4.2763, 0.4485, 6.7878], [-2.8515, -1.1147, 5.8875], [-1.8910, -2.1356, 5.9366], [-1.1120, -2.2615, 4.7775], [-1.2016, -1.5201, 3.6877], [-2.2935, -0.7420, 3.5748], [-3.0357, -0.4367, 4.6914], [-4.0581, -0.7759, 10.4259], [-2.6041, -1.9155, 8.6400], [-1.5749, -2.6547, 6.8357], [-0.3388, -3.0448, 4.6669], [-2.5641, -0.3774, 2.5864], [-3.7449, 0.3424, 4.6219], [2.8338, 4.7700, 3.2852], [2.4504, 3.8999, 2.1330], [2.5118, 2.4832, 2.3355], [2.0657, 1.6281, 1.3407], [1.7347, 2.0300, 0.1062], [1.6253, 3.3816, -0.1215], [1.9892, 4.2862, 0.8425], [3.6836, 4.3223, 3.7697], [2.0630, 4.7434, 4.0290], [3.1404, 5.7905, 2.9418], [2.6226, 2.1034, 3.3706], [1.8825, 0.5951, 1.5799], [1.2837, 3.7710, -1.1022], [1.7618, 5.3840, 0.5950]], "atomic_forces_ev_per_a": [[-1.77, -0.24, 1.23], [-0.79, 0.40, -0.48], [-0.56, -0.24, -0.96], [-0.27, -0.37, 2.21], [0.63, -0.46, -1.85], [-0.02, -0.26, 1.12], [-0.18, 1.03, -0.36], [-0.72, -0.55, -0.05], [0.37, -0.83, 0.23], [0.00, 1.04, -0.78], [0.59, -1.85, 0.67], [-0.12, 2.79, -1.42], [0.96, -0.25, 1.13], [-0.04, -0.63, -0.23], [0.57, 0.44, 0.28], [-0.43, -0.15, 0.21], [1.54, -0.16, 0.40], [-0.11, 0.65, -1.22], [0.35, 0.16, -0.74], [-0.50, 0.30, 0.19], [-0.23, 0.22, -0.05], [0.05, 0.07, 0.14], [0.58, 0.68, 0.00], [0.17, -2.36, -0.93], [-1.22, -0.19, -0.22], [1.54, 1.61, 2.99], [-0.74, -1.52, -3.25], [-0.72, 0.27, 0.52], [0.69, 1.45, -0.68], [-0.15, -0.53, 0.20], [-0.77, -0.28, -0.04], [0.53, -0.28, -0.89], [-1.31, -1.46, -0.04], [-1.40, -0.13, 0.45], [2.08, -1.59, 1.13], [-2.86, -0.73, -0.53], [1.26, 1.03, 0.67], [-0.23, 1.24, 1.53], [1.54, -0.44, -0.98], [1.11, 0.83, -0.37], [-1.29, -0.48, -0.18], [0.13, 0.86, 1.59], [0.03, -0.18, -0.48], [0.62, 0.06, -0.13], [0.02, 0.43, 0.78], [0.85, 0.27, -0.94], [0.20, 0.27, 0.29], [-0.30, 1.14, 0.10], [0.35, -0.71, 0.38], [-0.94, -0.25, -0.94], [0.10, -0.07, 0.54], [-0.30, 1.56, -0.56], [1.91, -1.01, -0.71], [-1.32, -0.66, -0.69], [-1.05, -0.27, 1.13], [1.55, 2.08, -0.60], [-0.98, -0.50, 1.42], [-0.27, 0.15, 0.32], [0.49, 0.24, -1.32], [-2.20, 1.47, 1.56], [0.31, -2.02, 1.71], [2.23, -0.96, -0.35], [0.35, 0.82, -1.17], [0.95, -0.82, 0.27], [-1.21, -0.53, -1.22], [0.90, -0.38, 0.79], [-0.20, -0.45, -0.81], [0.42, 0.03, -0.43], [-0.40, 0.03, -0.17], [-0.46, -0.12, -0.16], [-0.22, 0.55, 0.60], [0.39, 0.36, 0.17], [-0.83, 0.52, 0.13], [0.69, 0.85, -1.21], [-0.10, -2.13, -1.14], [-1.11, 1.36, 0.52], [0.10, 0.50, 0.00], [-0.05, 1.09, -0.44], [0.87, -1.08, -0.04], [-0.39, 2.42, 1.13], [0.52, -0.14, 0.15], [-0.65, 0.51, 0.31], [-0.63, -0.73, 0.55], [0.32, 0.15, -0.87], [0.31, -0.47, -0.18], [0.19, -0.80, 0.51], [0.67, -1.67, 0.56]], "e_homo_ev": [-5.4, -5.4], "charge": -1, "lumo_energy_ev": [0.98, 0.98], "gap_ev": [6.4, 6.4], "fmax_ev_per_a": 3.73}


# 2
{"formula": "C34H33N3O3PSV", "method": "ωB97M-V with the def2-TZVPD basis set", "species": ["V", "N", "C", "C", "C", "C", "C", "C", "P", "C", "C", "C", "C", "C", "C", "C", "C", "C", "C", "C", "C", "H", "H", "H", "H", "H", "H", "H", "H", "H", "H", "H", "H", "H", "H", "H", "H", "C", "C", "N", "O", "C", "C", "N", "O", "H", "H", "H", "H", "H", "H", "H", "O", "S", "C", "C", "C", "C", "C", "C", "C", "C", "C", "C", "C", "C", "H", "H", "H", "H", "H", "H", "H", "H", "H", "H"], "positions_angstrom": [[-0.2167, -0.2951, 1.0730], [-0.8104, -0.1132, 3.3426], [-1.0066, 1.2026, 3.9524], [-1.2585, 1.3621, 5.2968], [-1.6079, 2.6121, 5.7579], [-1.6482, 3.7285, 4.9307], [-1.3702, 3.5703, 3.5540], [-1.0217, 2.2970, 3.1014], [-0.7722, 1.8335, 1.3822], [0.9640, 1.7530, 0.9605], [1.3402, 1.8815, -0.3848], [2.6485, 2.2825, -0.7214], [3.5294, 2.5855, 0.2919], [3.2114, 2.3615, 1.6401], [1.9154, 1.9826, 1.9551], [-1.6817, 2.5985, 0.0505], [-1.1705, 3.5330, -0.8332], [-2.0367, 4.1184, -1.7576], [-3.3649, 3.7286, -1.8359], [-3.8742, 2.8049, -0.9588], [-3.0431, 2.2662, 0.0224], [-1.7111, -0.5478, 3.3283], [-0.1846, -0.6498, 3.9353], [-1.1686, 0.5436, 5.9834], [-1.8376, 2.7847, 6.7759], [-1.9096, 4.6874, 5.3262], [-1.4661, 4.4151, 2.8671], [0.5745, 1.7348, -1.1475], [2.9447, 2.3397, -1.7402], [4.5532, 2.9278, 0.0236], [3.9876, 2.4786, 2.3851], [1.6263, 1.7911, 2.9965], [-0.1485, 3.8149, -0.7941], [-1.6091, 4.8233, -2.4479], [-3.9738, 4.2567, -2.5442], [-4.8762, 2.4573, -0.9548], [-3.4721, 1.5496, 0.7386], [2.3992, -3.4602, 2.5112], [1.3754, -2.5869, 1.9022], [1.5057, -1.3178, 1.7685], [2.7427, -0.7672, 2.0101], [-0.0592, -3.1119, 1.6646], [-0.5106, -4.5470, 1.6914], [-0.7840, -2.0702, 1.4569], [-1.9013, -1.5549, 0.9304], [2.0811, -3.6710, 3.5411], [3.3835, -2.9922, 2.5739], [2.4780, -4.4370, 2.0557], [2.5670, 0.1879, 1.9072], [-0.1378, -4.9654, 2.6531], [0.0329, -5.1088, 0.8835], [-1.5513, -4.6089, 1.4989], [-0.1485, -0.7549, -0.8103], [0.9169, -0.9328, -2.0115], [0.2175, -0.1811, -3.4955], [-1.1566, 0.0363, -3.5766], [-1.6077, 0.6650, -4.7252], [-0.7093, 0.9916, -5.7446], [0.6575, 0.8346, -5.6407], [1.1431, 0.2597, -4.4541], [0.7953, -2.6833, -2.3777], [-0.1331, -3.2507, -3.2768], [-0.0868, -4.6161, -3.4762], [0.8718, -5.4024, -2.8194], [1.7623, -4.8145, -1.9368], [1.7204, -3.4564, -1.7086], [-1.8451, -0.2775, -2.8013], [-2.6664, 0.8474, -4.8436], [-1.0875, 1.3942, -6.6546], [1.2918, 1.1827, -6.4560], [2.1935, 0.1586, -4.3341], [-0.8671, -2.6233, -3.7697], [-0.8465, -5.0605, -4.1557], [0.9179, -6.4467, -3.0198], [2.5268, -5.3901, -1.4092], [2.4641, -2.9693, -1.1017]], "atomic_forces_ev_per_a": [[-0.31, -2.90, -1.10], [1.08, 0.84, -0.44], [0.09, -0.15, -0.12], [0.17, -0.13, -0.17], [0.26, 0.92, -0.40], [0.24, -0.75, -1.57], [-0.21, 0.34, 0.84], [-0.48, 0.28, -0.80], [-1.13, 1.44, 0.21], [0.16, 0.68, -0.58], [0.60, 0.27, -0.59], [-1.47, -0.53, 0.71], [1.46, -0.08, 0.02], [-0.36, 0.05, -0.33], [0.79, 0.03, 1.30], [-0.65, -0.06, 0.93], [-0.94, 0.32, -0.44], [0.93, -0.61, 0.27], [0.31, 0.85, -0.18], [0.75, -0.60, 1.08], [-0.26, -0.46, -0.13], [-0.66, -0.72, 0.00], [-0.10, -0.28, 0.01], [-0.17, -0.39, 0.19], [-0.15, -0.18, 0.98], [-0.12, 0.36, 0.11], [0.16, -0.27, 0.23], [0.43, -0.02, 0.02], [0.14, 0.21, -0.68], [-0.87, -0.22, 0.30], [-0.20, 0.11, 0.15], [0.20, 0.42, -0.27], [0.67, 0.38, -0.03], [-0.16, 0.31, -0.15], [-0.41, -0.16, -0.30], [-0.85, 0.08, -0.27], [0.27, 0.32, -0.32], [0.43, -0.04, 0.33], [-0.59, -0.83, 1.02], [-0.46, 0.31, -0.54], [-0.49, -0.45, -0.01], [-0.12, 0.76, -0.35], [2.53, 0.21, -0.25], [-0.89, 0.79, -0.85], [2.07, -0.74, 1.54], [-0.06, 0.11, -0.02], [-0.20, -0.06, -0.17], [-0.02, -0.19, -0.39], [0.50, -0.28, 0.02], [-0.74, -0.01, -0.54], [-0.43, 0.48, 0.62], [-0.96, -0.20, 0.23], [0.62, 0.52, -0.42], [-0.52, -0.65, -0.08], [0.32, 0.39, 0.85], [0.28, 0.13, -0.36], [0.16, -0.30, -0.12], [-0.43, 0.12, 0.11], [-0.07, -0.36, 0.91], [-0.96, 0.15, -0.47], [-0.63, 0.41, -0.39], [0.40, 0.64, 0.70], [-0.62, -0.40, -0.43], [-0.38, 0.79, -0.14], [0.43, -0.56, 0.40], [0.20, 0.31, -0.16], [0.12, 0.01, 0.05], [-0.01, 0.04, -0.12], [-0.37, 0.36, -0.50], [0.05, -0.27, 0.39], [0.76, -0.25, 0.31], [0.09, -0.16, -0.06], [0.84, 0.20, 0.55], [0.02, -0.64, -0.07], [-0.29, -0.03, -0.35], [0.22, 0.00, 0.30]], "multiplicity": 2, "e_homo_ev": [-16.8, -16.8], "charge": 3, "s_squared": 0.815, "lumo_energy_ev": [-10.21, -9.63], "gap_ev": [6.6, 7.2], "fmax_ev_per_a": 3.12}


# 3
{"formula": "C34H33N7O3S5Ti", "method": "ωB97M-V with the def2-TZVPD basis set", "species": ["Ti", "O", "C", "C", "C", "C", "C", "C", "C", "N", "C", "C", "N", "C", "C", "C", "C", "C", "C", "C", "O", "H", "H", "H", "H", "H", "H", "H", "H", "H", "H", "H", "H", "H", "H", "S", "C", "S", "C", "C", "S", "S", "S", "N", "C", "C", "C", "C", "C", "C", "C", "N", "C", "C", "N", "C", "H", "H", "H", "H", "H", "H", "H", "C", "N", "C", "C", "O", "N", "C", "C", "H", "H", "H", "H", "H", "H", "H", "H", "H", "H", "H", "H"], "positions_angstrom": [[0.0243, 0.8269, -0.7310], [0.0172, 2.6937, -0.9100], [-0.9106, 3.4976, -1.4248], [-0.5910, 4.8013, -1.7903], [-1.5196, 5.6575, -2.3923], [-2.8248, 5.2106, -2.6067], [-3.1894, 3.9386, -2.1967], [-2.2766, 3.0468, -1.5831], [-2.7254, 1.7818, -1.0980], [-1.9182, 0.8401, -0.5414], [-2.5447, -0.3536, 0.0286], [-1.4268, -1.3174, 0.5067], [-0.3377, -1.1225, -0.4449], [0.2677, -2.0715, -1.0330], [1.0931, -1.8267, -2.2278], [1.9387, -2.8293, -2.6939], [2.6881, -2.6779, -3.8462], [2.5469, -1.4998, -4.5911], [1.6899, -0.5033, -4.1741], [0.9562, -0.6156, -2.9728], [0.1579, 0.3590, -2.6035], [0.4204, 5.1470, -1.5964], [-1.2222, 6.6556, -2.6963], [-3.5588, 5.8591, -3.0757], [-4.2120, 3.5951, -2.3465], [-3.7897, 1.5709, -1.1582], [-3.1573, -0.8585, -0.7280], [-3.2034, -0.0933, 0.8653], [-1.7738, -2.3451, 0.5190], [-1.0910, -1.0623, 1.5075], [0.0936, -3.0984, -0.7277], [2.0184, -3.7395, -2.1027], [3.3616, -3.4605, -4.1719], [3.1138, -1.3656, -5.5073], [1.5561, 0.3988, -4.7606], [2.8863, -5.6212, 6.2118], [2.3108, -4.4193, 5.1756], [1.2215, -3.1930, 5.6209], [1.1081, -2.2785, 4.1159], [1.8549, -2.8059, 3.0997], [2.1010, -2.2354, 1.4614], [2.7351, -4.2689, 3.5382], [0.1046, -0.8541, 4.1707], [7.1732, 4.9728, 5.5272], [6.2333, 4.4939, 5.0943], [5.0304, 3.8842, 4.5424], [3.8123, 4.5192, 4.6572], [2.6644, 3.9486, 4.1301], [2.7316, 2.7378, 3.4673], [3.9504, 2.0830, 3.3704], [5.0921, 2.6599, 3.9013], [1.5972, 2.2069, 2.8433], [0.2644, 2.5874, 3.0238], [-0.4243, 1.9079, 2.0989], [0.4406, 1.1138, 1.3328], [1.6194, 1.3217, 1.8117], [3.7614, 5.4761, 5.1594], [1.7215, 4.4648, 4.2176], [4.0036, 1.1082, 2.8994], [6.0435, 2.1491, 3.8231], [-0.0651, 3.2472, 3.8082], [-1.4888, 1.8852, 1.9434], [2.4964, 0.7888, 1.4887], [5.4392, 0.1621, -2.5629], [4.3935, 0.2042, -1.5510], [4.3248, -0.9850, -0.7033], [3.3438, 1.0525, -1.6079], [2.2873, 0.8291, -1.0108], [3.5679, 2.2157, -2.3598], [4.5061, 3.1372, -1.7280], [2.3625, 2.8922, -2.8532], [5.3057, -0.7327, -3.1813], [6.4194, 0.1028, -2.0813], [5.3957, 1.0369, -3.2021], [4.1338, -1.8727, -1.3048], [3.5332, -0.9004, 0.0325], [5.2749, -1.1086, -0.1792], [4.6910, 3.9710, -2.4075], [5.4561, 2.6447, -1.5144], [4.1039, 3.5430, -0.7892], [1.5493, 2.1874, -2.9615], [2.5885, 3.3359, -3.8266], [2.0283, 3.6728, -2.1709]], "atomic_forces_ev_per_a": [[0.77, 0.47, -0.75], [-0.24, 2.28, -0.25], [-0.18, -0.29, 0.21], [-0.01, 0.14, -0.14], [-0.08, -0.13, 0.03], [0.08, -0.04, 0.08], [0.01, 0.00, -0.01], [0.06, -0.22, 0.17], [0.39, 0.02, 0.17], [-1.18, -0.01, 0.23], [0.28, 0.12, -0.08], [-0.07, 0.40, -0.37], [-0.30, -1.40, 0.37], [-0.21, -0.09, -0.53], [-0.10, 0.12, 0.27], [0.08, -0.16, 0.08], [-0.01, 0.12, -0.14], [0.05, -0.18, 0.15], [-0.02, 0.03, 0.02], [-0.32, -0.13, -0.05], [0.52, -0.67, -0.95], [-0.05, -0.06, -0.03], [-0.01, -0.03, 0.04], [0.04, -0.03, 0.01], [0.09, 0.05, 0.03], [-0.14, -0.01, -0.07], [-0.08, -0.03, -0.11], [-0.03, -0.07, 0.08], [-0.05, -0.28, 0.00], [0.26, 0.07, 0.25], [0.00, -0.20, -0.07], [0.02, 0.09, -0.05], [-0.01, -0.01, -0.01], [-0.02, -0.02, 0.02], [0.01, 0.00, 0.05], [-0.05, 0.03, -0.06], [-0.03, -0.10, 0.06], [-0.15, 0.24, 0.15], [0.00, 0.02, -0.06], [0.02, 0.02, 0.00], [0.05, -0.18, 0.51], [0.18, 0.08, -0.31], [0.15, -0.13, 0.00], [1.04, 0.55, 0.47], [-1.60, -0.83, -0.73], [0.82, 0.32, 0.31], [-0.62, 0.35, 0.16], [0.15, 0.50, 0.29], [-0.25, -0.21, -0.27], [0.52, -0.28, 0.03], [0.05, -0.60, -0.29], [0.04, 0.20, 0.15], [0.48, -0.02, 0.15], [-0.19, -0.57, -0.43], [-0.95, 0.96, 0.89], [0.44, -0.42, 0.52], [-0.07, 0.00, 0.00], [-0.03, 0.07, -0.02], [0.04, 0.06, 0.08], [-0.06, -0.05, -0.02], [0.10, -0.10, -0.05], [0.03, 0.04, -0.15], [0.04, 0.12, -0.10], [-0.13, -0.03, 0.15], [0.16, -0.26, -0.06], [0.08, 0.23, -0.09], [-0.15, 0.03, 0.08], [0.36, 0.05, 0.02], [-0.24, 0.11, 0.01], [0.08, -0.07, -0.11], [0.30, 0.05, 0.04], [0.01, 0.02, 0.04], [-0.02, 0.03, 0.00], [-0.03, 0.01, 0.01], [-0.02, -0.05, -0.05], [-0.01, 0.04, 0.00], [0.01, 0.01, -0.01], [0.02, -0.02, 0.00], [-0.05, 0.02, -0.01], [-0.01, 0.01, -0.03], [-0.10, -0.12, -0.03], [0.04, 0.02, 0.03], [-0.05, -0.01, 0.07]], "multiplicity": 3, "e_homo_ev": [-0.6, -0.7], "charge": -2, "s_squared": 2.032, "lumo_energy_ev": [3.74, 3.74], "gap_ev": [4.3, 4.4], "fmax_ev_per_a": 2.31}